1.
ORCA calculation (ωB97M-V with the def2-TZVPD basis set) on a molecular structure, C19H24N4PtSSe2.

Its molar mass is 693.5 g mol⁻¹. As for the energy: -6277.7006 Eh. The total charge is 0. As for the strongest force on any atom: 0.015 hartree/bohr. The energy relative to the best compared isomer or geometry (same formula, charge and spin) comes out at 32.79 kcal per mole. Its LUMO energy is -0.59 eV. The calculation puts the frontier orbital gap at 4.204 eV.

```
51
Properties=species:S:1:pos:R:3:forces:R:3:mulliken_charge:R:1
Pt 0.11943 -0.42575 -0.53989 0.2 0.4 0.6 0.5169
C 3.97063 1.65481 -0.43029 0.0 0.0 0.0 -1.5893
C 2.56870 1.16988 -0.61046 0.0 -0.3 0.3 0.8878
N 2.06284 0.15297 0.02598 0.2 0.1 -0.2 0.5933
N 2.90255 -0.48007 0.88581 0.1 0.0 0.0 -1.4133
C 2.39023 -1.11909 1.90393 -0.1 -0.1 0.1 0.6652
N 3.27427 -1.65188 2.77899 -0.1 0.1 -0.1 -0.4303
S 0.66898 -1.36696 2.27924 0.2 0.0 -0.1 -0.3865
C 1.67586 1.90406 -1.50188 -0.4 0.2 -0.2 0.6003
C 2.09616 3.01332 -2.24211 0.0 -0.2 0.2 -0.7424
C 1.17715 3.71023 -2.99917 -0.1 0.0 -0.1 -0.5492
C -0.15142 3.30697 -2.99844 0.1 0.1 0.0 -0.7007
C -0.49482 2.19547 -2.25488 0.0 0.0 0.1 -0.2441
N 0.38629 1.50126 -1.54189 0.2 -0.1 -0.1 -0.0327
H 4.49087 1.04225 0.29607 0.0 0.0 0.0 0.3762
H 3.97921 2.69337 -0.09368 0.0 0.0 0.0 0.3732
H 4.50610 1.60682 -1.38160 0.0 0.0 0.0 0.3536
H 4.24916 -1.64861 2.52240 0.0 0.0 0.0 0.2289
H 2.94119 -2.35842 3.41018 0.0 0.0 0.0 0.2488
H 3.12951 3.32390 -2.21777 0.0 0.0 0.0 0.3795
H 1.49171 4.56965 -3.57585 0.0 0.0 0.0 0.4306
H -0.90843 3.83625 -3.55903 0.0 0.0 0.0 0.4302
H -1.51984 1.84399 -2.21268 0.0 0.0 0.0 0.4138
C -0.44548 -0.20013 -4.62847 0.0 0.0 -0.1 -1.0250
Se -0.13287 -1.55195 -3.25887 0.0 0.0 -0.5 0.0960
C -1.98421 -2.07840 -2.98488 -0.1 0.1 0.2 -0.7313
C -2.84147 -1.01535 -2.30820 0.2 0.0 -0.1 -0.7720
Se -2.25467 -0.53599 -0.49926 -0.4 -0.2 -0.1 0.0369
C -2.90851 -2.15365 0.36375 0.1 0.0 0.0 -0.9178
H -0.68364 -0.66746 -5.58084 0.0 0.0 0.0 0.3684
H 0.47631 0.37042 -4.72809 0.0 0.0 0.0 0.2908
H -1.24270 0.48335 -4.34609 0.0 0.0 0.0 0.2784
H -1.92217 -2.97792 -2.37019 0.0 0.0 0.0 0.1821
H -2.41831 -2.35500 -3.94582 0.0 0.0 0.0 0.5630
H -3.87812 -1.34440 -2.21876 0.0 0.0 0.0 0.5472
H -2.84844 -0.08601 -2.87978 0.0 0.0 0.0 0.3249
H -3.98654 -2.17665 0.21810 0.0 0.0 0.0 0.4174
H -2.66355 -2.07991 1.41942 0.0 0.0 0.0 0.3020
H -2.41570 -3.02895 -0.05238 0.0 0.0 0.0 0.2680
C 0.21977 -1.98701 0.71840 -0.2 0.1 0.2 -0.6739
C 0.06218 -3.37593 0.51793 0.0 0.0 0.1 0.6910
C 0.01639 -3.95682 -0.77329 0.0 0.0 -0.2 -0.3398
C -0.24031 -5.30185 -0.98380 0.0 0.0 0.0 -0.5707
C -0.44558 -6.17338 0.07521 0.0 0.0 0.0 -0.6165
C -0.36071 -5.64396 1.36612 0.0 -0.1 -0.1 -0.5288
C -0.12225 -4.30688 1.58699 0.0 0.1 0.0 -0.7453
H 0.28662 -3.35278 -1.63020 0.0 0.0 0.1 0.6265
H -0.24845 -5.67265 -2.00340 0.0 0.0 0.0 0.3952
H -0.64053 -7.22406 -0.08890 0.0 0.0 0.0 0.3793
H -0.50091 -6.29202 2.22436 0.0 0.0 0.0 0.3738
H -0.09437 -3.94649 2.60738 0.0 0.0 0.0 0.3707
```
Positions in Å, forces in eV/Å.

2.
ORCA calculation (ωB97M-V with the def2-TZVPD basis set) on C19H24N6O in the gas phase at a distorted geometry.

Its molar mass is 352.4 g mol⁻¹. As for the structure (SMILES): CCCc1nc(NC[C@@H]2CCCO2)c2nnn(Cc3ccccc3)c2n1. As for the energy: -1142.2031 Eh. The total charge is 0. As for the strongest force on any atom: 0.030 hartree/bohr. The energy relative to the best compared isomer or geometry (same formula, charge and spin) comes out at 6.74 kcal per mole. Its LUMO energy is 0.75 eV. The calculation puts the frontier orbital gap at 9.333 eV.

```
50
Properties=species:S:1:pos:R:3:forces:R:3:mulliken_charge:R:1
C -2.19954 1.57581 -2.70085 -0.1 -0.2 0.0 -1.0678
C -2.91063 0.36469 -2.11154 0.0 0.1 0.1 -0.5002
C -2.81835 0.33369 -0.58071 -0.1 -0.1 -0.2 -0.9476
C -1.40350 0.11269 -0.14440 -0.1 0.4 0.3 0.0070
N -0.94950 -1.13555 -0.25851 0.2 -0.6 -0.1 -0.3049
C 0.30764 -1.43003 0.07146 0.1 0.3 -0.1 -0.4360
N 0.76928 -2.67814 -0.07466 0.3 0.0 0.2 -0.1583
C -0.05621 -3.80970 -0.39608 -0.2 -0.6 0.2 -0.9567
C -0.33307 -4.67349 0.85070 -0.4 0.2 -0.4 0.1248
C -1.20188 -3.95234 1.89496 0.2 -0.1 0.0 -0.2539
C -0.51881 -4.29780 3.21711 0.2 -0.1 -0.1 -0.6523
C 0.93684 -4.42740 2.77560 0.0 0.1 0.4 -0.3618
O 0.89175 -5.01758 1.48997 0.1 0.0 -0.2 -0.4939
C 1.12602 -0.38024 0.54623 -0.8 1.3 0.0 1.0449
N 2.40571 -0.25791 0.98595 0.3 -0.8 -0.1 -0.4231
N 2.60881 0.95747 1.30109 0.9 0.5 0.4 -0.9629
N 1.50199 1.68965 1.10317 -0.7 -0.8 -0.1 0.9099
C 1.47029 3.11484 1.30527 0.1 0.4 -0.1 -1.3839
C 1.57124 3.82104 -0.02463 0.0 0.1 0.1 0.7132
C 2.78754 4.31586 -0.47292 -0.1 0.0 0.1 -0.5229
C 2.87774 4.91949 -1.71542 0.1 0.0 -0.1 -0.5314
C 1.75622 5.02241 -2.52044 0.0 0.0 -0.1 -0.4411
C 0.54255 4.52045 -2.08078 0.0 0.0 0.0 -0.7487
C 0.44841 3.92309 -0.83653 0.0 0.1 0.0 -0.0504
C 0.52436 0.89082 0.61907 0.3 -1.3 -0.1 0.7504
N -0.73800 1.16927 0.29050 -0.1 0.6 0.1 -0.4441
H -1.14755 1.57479 -2.42521 0.1 0.1 0.0 0.2642
H -2.27147 1.56929 -3.78632 0.0 0.1 -0.1 0.4250
H -2.64696 2.49567 -2.33036 0.0 0.2 0.0 0.2614
H -2.46852 -0.55225 -2.50579 -0.1 -0.1 0.0 0.3039
H -3.96404 0.38514 -2.39935 0.0 -0.1 0.0 0.3608
H -3.17015 1.27906 -0.16771 0.0 0.0 0.0 0.3653
H -3.43149 -0.48493 -0.20169 0.0 0.0 0.1 0.3198
H 1.70079 -2.86884 0.26385 0.0 0.1 0.0 0.3124
H -0.99557 -3.43318 -0.80288 0.1 -0.1 -0.1 0.3494
H 0.45938 -4.41963 -1.14295 -0.1 0.1 0.0 0.3653
H -0.80162 -5.61032 0.52030 0.0 0.1 0.0 0.3823
H -2.23706 -4.28244 1.85442 -0.1 0.0 0.0 0.4335
H -1.17486 -2.87676 1.72040 -0.1 0.0 0.0 -0.0839
H -0.65589 -3.53655 3.98107 0.0 0.0 0.1 0.3629
H -0.88063 -5.25459 3.59502 0.0 0.0 0.1 0.2829
H 1.53520 -5.07752 3.41590 0.0 0.1 0.0 0.3499
H 1.41469 -3.43747 2.72813 0.0 -0.1 0.0 0.1881
H 2.31501 3.36453 1.95040 -0.2 0.0 0.0 0.4573
H 0.52744 3.36492 1.80035 0.2 0.0 0.0 0.3835
H 3.66524 4.22577 0.15060 0.1 0.0 0.1 0.3652
H 3.82685 5.30555 -2.05688 0.1 0.0 0.0 0.3686
H 1.82873 5.49009 -3.49130 0.0 0.0 -0.1 0.3864
H -0.33285 4.59211 -2.70928 -0.1 0.0 -0.1 0.3860
H -0.49158 3.51643 -0.49433 -0.1 0.0 0.0 0.5015
```
Positions in Å, forces in eV/Å.

3.
ORCA calculation (ωB97M-V with the def2-TZVPD basis set) on a molecular structure, C19H24NSbSe4SiW.

Its molar mass is 915.9 g mol⁻¹. As for the energy: -10995.1544 Eh. The total charge is +2. As for the strongest force on any atom: 0.010 hartree/bohr. The energy relative to the best compared isomer or geometry (same formula, charge and spin) comes out at 0.00 kcal per mole. Its LUMO energy is -8.90 eV. The calculation puts the frontier orbital gap at 5.552 eV.

```
51
Properties=species:S:1:pos:R:3:forces:R:3:mulliken_charge:R:1
W 1.24608 0.37730 -1.71183 0.1 0.4 -0.1 0.7372
C -0.33819 -0.96653 -1.78945 -0.2 -0.1 -0.1 -1.4576
Si -0.62571 -1.02561 0.08609 -0.1 -0.1 -0.1 0.3434
C -1.12995 0.73817 0.39815 0.0 0.2 0.0 -1.1615
N -0.31359 1.59230 -0.55745 -0.2 0.0 0.0 0.7338
C 0.54123 2.61512 0.19863 -0.1 0.0 -0.1 -0.5182
C 0.50462 4.00384 -0.41402 0.0 0.0 0.0 -0.7285
C -0.91625 4.58086 -0.39469 0.0 0.0 0.0 -0.7215
C -1.95580 3.47124 -0.62710 0.0 0.0 0.0 -0.6417
C -1.32747 2.33488 -1.41485 0.0 0.0 0.0 -1.1773
C -1.67436 -2.35961 0.76373 0.0 0.0 0.0 0.6484
C -2.97630 -2.52866 0.27591 0.0 0.0 0.0 -0.4825
C -3.80541 -3.49423 0.82152 0.0 0.0 0.0 -0.7958
C -3.34322 -4.29836 1.85623 0.0 0.0 0.0 -0.4726
C -2.05434 -4.14227 2.34671 0.0 0.0 0.0 -0.7325
C -1.22022 -3.17739 1.80281 0.0 0.0 0.0 -0.1198
C 1.17281 -1.09016 0.61441 0.0 0.0 0.1 0.9645
C 1.86502 -2.26318 0.23204 0.0 0.0 -0.1 -0.0951
C 3.03515 -2.64157 0.85793 0.0 0.0 0.0 -0.9499
C 3.56442 -1.83536 1.86225 0.0 0.0 0.0 -0.4901
C 2.90742 -0.67535 2.26569 0.0 0.0 0.0 -0.9402
C 1.71131 -0.32117 1.66573 0.1 0.0 0.0 -0.3538
H -1.13358 -0.50681 -2.38499 -0.1 -0.1 0.0 0.4674
H -0.16891 -1.98839 -2.13165 -0.1 0.0 0.0 0.7628
H -0.96080 1.04992 1.42693 0.0 0.0 0.0 0.4634
H -2.18914 0.88974 0.20010 0.0 0.0 0.0 0.8370
H 1.56581 2.23639 0.26533 0.0 0.0 0.0 0.2948
H 0.15710 2.66506 1.21715 0.0 0.0 0.0 0.4854
H 0.90478 3.98277 -1.42828 0.0 0.0 0.0 0.1038
H 1.19030 4.63009 0.15779 0.0 0.0 0.0 0.4742
H -1.00226 5.34407 -1.16747 0.0 0.0 0.0 0.3234
H -1.10979 5.07741 0.55541 0.0 0.0 0.0 0.3434
H -2.81508 3.84645 -1.18225 0.0 0.0 0.0 0.5210
H -2.35095 3.09928 0.31976 0.0 0.0 0.0 0.2654
H -0.82944 2.74131 -2.29068 0.0 0.0 0.0 0.3705
H -2.04905 1.59753 -1.76403 0.0 0.0 0.0 0.5594
H -3.35113 -1.91089 -0.53390 0.0 0.0 0.0 0.3510
H -4.81014 -3.62195 0.44218 0.0 0.0 0.0 0.4212
H -3.99311 -5.05148 2.28135 0.0 0.0 0.0 0.4105
H -1.70055 -4.77067 3.15276 0.0 0.0 0.0 0.4163
H -0.21626 -3.06301 2.19646 0.0 0.0 0.0 0.2753
H 1.45883 -2.89910 -0.54816 0.0 0.0 0.0 0.4348
H 3.53585 -3.55668 0.57187 0.0 0.0 0.0 0.4903
H 4.48818 -2.12023 2.34924 0.0 0.0 0.0 0.4429
H 3.31814 -0.07394 3.06555 0.0 0.0 0.0 0.4696
H 1.18286 0.55104 2.02923 0.0 0.0 0.0 0.3195
Se 5.29236 1.57749 -4.69154 0.2 0.1 -0.2 -0.2506
Sb 3.74891 0.39751 -3.48486 0.3 -0.2 0.1 0.5571
Se 1.32209 1.98646 -3.32856 -0.2 0.0 0.2 -0.1201
Se 2.09604 -1.39565 -3.47736 -0.2 -0.2 -0.1 -0.0437
Se 3.55167 0.39201 -0.95587 0.4 0.1 0.3 -0.0348
```
Positions in Å, forces in eV/Å.

4.
ORCA calculation (ωB97M-V with the def2-TZVPD basis set) on a molecular structure, C19H25BCl3EuO2Si at a distorted geometry.

Its molar mass is 582.6 g mol⁻¹. As for the energy: -3294.7711 Eh. The total charge is 0. As for the strongest force on any atom: 0.065 hartree/bohr. As for the expectation value of S²: 12.01. The spin multiplicity is 7. Its LUMO energy (spin up / spin down) is -0.04 / 0.23 eV. The calculation puts the frontier orbital gap (spin up / spin down) at 4.363 / 6.738 eV.

```
52
Properties=species:S:1:pos:R:3:forces:R:3:mulliken_charge:R:1
Eu 1.28430 -0.41240 -0.11688 0.2 -0.6 -1.5 0.7320
C -2.10605 -2.42232 2.05856 1.1 1.2 -1.3 -2.6473
C -0.90624 -1.44304 1.93810 -0.9 -1.1 0.3 1.5492
C -1.10048 -0.15307 1.47542 0.9 1.1 0.7 0.4795
C -2.37863 0.29967 0.81030 0.5 -0.3 -0.1 -1.6272
C -0.05679 0.80043 1.71872 0.3 -0.2 -0.2 1.2930
C -0.31038 2.24170 1.38750 0.8 1.1 2.0 -1.5305
C 1.16918 0.39875 2.35987 -1.5 0.9 0.6 0.4577
C 2.15619 1.46838 2.75163 0.5 0.2 -1.0 -2.2736
C 1.36609 -0.94512 2.71691 -0.8 0.3 -0.5 1.3495
C 2.59199 -1.33069 3.47050 0.6 1.6 0.7 -1.9592
C 0.35447 -1.89358 2.39489 0.7 0.9 -0.1 0.8520
C 0.59704 -3.35235 2.53329 0.6 -1.5 -1.2 -2.5939
H -1.98323 -3.11237 2.85957 0.1 -0.4 0.6 0.4545
H -2.19667 -2.95615 1.12877 0.0 -0.6 -0.4 0.4661
H -3.03345 -1.88937 2.14905 -0.3 0.3 0.4 0.5381
H -2.94403 -0.61356 0.59545 -0.3 0.6 -0.1 0.4979
H -2.12184 0.80643 -0.14530 -0.3 -0.2 0.5 0.0633
H -2.93573 0.99502 1.46254 0.1 -0.3 -0.4 0.2717
H 0.61819 2.88660 1.47824 -1.5 -0.8 -0.1 0.1372
H -1.09565 2.61926 2.07205 0.4 0.2 0.1 0.3532
H -0.68828 2.40470 0.42936 -0.6 0.1 -1.5 0.3906
H 2.15610 2.35168 2.07377 0.0 -0.8 0.5 0.3469
H 3.15529 1.07390 2.73130 0.6 -0.2 -0.2 0.4816
H 2.05600 1.83290 3.75617 -0.5 0.2 0.6 0.3794
H 2.51412 -2.35850 3.74778 0.5 -0.5 0.5 0.4517
H 2.81070 -0.62519 4.33432 -1.0 -1.1 -0.4 0.3572
H 3.50711 -1.09676 2.93822 0.2 -0.7 -0.7 0.3655
H 1.63980 -3.66154 2.37260 -0.1 0.6 -0.3 0.4821
H 0.04558 -3.99055 1.79987 0.1 0.8 0.5 0.3424
H 0.42391 -3.77079 3.49083 -0.7 -0.2 1.3 0.5086
C 2.04740 2.26657 -1.87379 -0.8 -1.3 0.1 -0.8710
H 2.21813 3.27361 -1.45537 0.0 -0.5 -0.4 0.2280
H 2.50006 2.12015 -2.89795 -0.5 0.5 0.8 0.2742
H 2.65273 1.53942 -1.25006 -0.4 0.7 -0.4 0.1690
O -0.10821 0.62954 -2.30931 -1.3 -1.4 -0.6 -0.2615
B 0.38942 1.91544 -1.85742 0.9 -0.8 -0.7 0.5592
O -0.55679 2.82316 -2.32240 -0.9 1.4 -2.0 -0.4773
C -1.37348 2.21931 -3.33347 0.6 0.0 1.8 0.6676
C -2.10364 2.78959 -4.34134 -0.5 -1.1 -1.5 -0.8541
C -2.97217 1.92676 -5.18129 1.7 0.8 2.8 -0.4999
C -3.07476 0.61699 -4.79649 2.1 -0.9 1.2 -0.5950
C -2.10311 -0.00063 -3.85952 -1.7 -0.4 -0.6 -0.7241
C -1.29070 0.82288 -3.13947 2.0 0.9 0.3 0.5839
H -1.89613 3.78275 -4.70075 -0.3 0.4 0.4 0.3775
H -3.50754 2.38344 -5.98499 -0.4 0.0 -0.3 0.4078
H -3.76132 -0.09826 -5.18804 -0.4 -0.1 -0.7 0.3929
H -2.17278 -1.11044 -3.77437 0.4 1.1 0.1 0.3646
Cl 0.69586 -2.75718 -1.49572 -0.1 -0.3 0.2 -0.2565
Si 2.74556 -3.87447 -1.39957 -0.3 0.0 0.9 0.1403
Cl 3.24406 -3.30493 -3.30059 0.4 0.2 -1.0 -0.2218
Cl 3.83880 -2.11581 -0.31148 -0.5 0.1 0.0 -0.3729
```
Positions in Å, forces in eV/Å.

The lowest strongest force on any atom belongs to which entry?
C19H24NSbSe4SiW

Look up the total charge of the first one.
0

Number 3 is which compound?
C19H24NSbSe4SiW